{
  "formula": "C20H34AgN3OPS3SbSe2",
  "method": "ωB97M-V with the def2-TZVPD basis set",
  "species": ["Sb", "Ag", "Se", "Se", "S", "S", "S", "P", "O", "N", "N", "N", "C", "C", "C", "C", "C", "C", "C", "C", "C", "C", "C", "C", "C", "C", "C", "C", "C", "C", "C", "C", "H", "H", "H", "H", "H", "H", "H", "H", "H", "H", "H", "H", "H", "H", "H", "H", "H", "H", "H", "H", "H", "H", "H", "H", "H", "H", "H", "H", "H", "H", "H", "H", "H", "H"],
  "positions_angstrom": [[5.1765, 1.8049, 0.4418], [2.3176, -0.1202, 1.6149], [-1.7284, 1.7558, 2.8962], [0.6984, -0.5866, 3.9922], [3.4680, 1.9509, 2.2265], [4.3703, 3.0824, -1.2931], [4.2126, -0.4317, 0.1097], [0.5703, 0.8786, -0.5251], [1.2718, -2.3964, 1.2955], [0.2301, 3.3355, -1.7758], [-1.4745, 1.6366, -2.2832], [0.7878, 1.4512, -3.2377], [-1.9111, -2.6562, -0.4016], [-2.4927, -2.9455, -1.6264], [-0.6361, 1.2169, -3.4077], [1.7932, -3.0105, -1.3377], [-0.4811, 3.2444, 3.0010], [0.7206, 2.7228, -0.5409], [1.0031, 2.8640, -2.9239], [-0.0683, 0.7950, 5.1161], [1.3518, 0.6052, -2.1848], [-0.3373, -3.2701, -2.6083], [0.2935, -3.0048, -1.3977], [-1.7169, -3.2465, -2.7406], [0.0912, -2.2940, 0.9991], [-2.8135, -2.2526, 0.7373], [2.3701, -0.7047, 4.9756], [-1.4874, 1.1393, 4.7263], [-2.3694, -3.5395, -4.0620], [-1.1940, 0.8062, -1.1094], [-1.1732, 3.0400, -1.9988], [-0.5099, -2.6957, -0.2914], [1.2360, -0.4441, -2.4704], [-1.8543, 1.1114, -0.2893], [2.0637, 3.0257, -2.7234], [-1.7489, 3.3490, -1.1195], [2.8902, 0.2499, 4.8904], [-0.6338, 3.7782, 3.9382], [2.9705, -1.4677, 4.4813], [0.2777, -3.4774, -3.4763], [-2.6460, -4.5936, -4.1310], [2.1598, -3.8024, -0.6840], [-1.8680, 1.9106, 5.4002], [2.1963, -2.0790, -0.9308], [-3.5704, -2.8942, -1.7237], [-2.6321, -1.2214, 1.0517], [-0.6174, -1.8581, 1.7317], [-0.0638, 0.4121, 6.1404], [0.1612, 3.1347, 0.3035], [1.7784, 2.9732, -0.3993], [-3.2780, -2.9525, -4.1891], [2.2001, -3.1585, -2.3377], [-2.6877, -2.8898, 1.6128], [2.4232, 0.8067, -2.0833], [0.5845, 1.6682, 5.0717], [0.5497, 2.9041, 2.8955], [-0.9665, 1.7770, -4.2887], [-2.1348, 0.2645, 4.8254], [-0.8029, 0.1512, -3.5888], [-1.6984, -3.3181, -4.8912], [0.6970, 3.4508, -3.7960], [-3.8525, -2.3212, 0.4181], [2.1949, -0.9845, 6.0138], [-1.5092, 3.6304, -2.8579], [-0.7086, 3.9178, 2.1797], [-1.4430, -0.2275, -1.3600]],
  "atomic_forces_ev_per_a": [[0.088, 0.097, -0.027], [-0.194, 0.344, -0.153], [0.010, 0.044, -0.037], [0.111, -0.302, -0.089], [-0.081, 0.000, 0.146], [0.009, -0.014, -0.007], [0.028, -0.100, 0.052], [0.027, -0.189, 0.214], [-0.638, -0.152, -0.024], [-0.020, -0.064, -0.044], [0.104, 0.028, 0.032], [-0.063, 0.048, 0.044], [-0.069, 0.037, -0.163], [0.101, 0.033, 0.057], [-0.059, 0.001, -0.186], [0.029, 0.003, -0.041], [0.103, -0.001, -0.059], [0.107, 0.098, 0.187], [0.081, 0.137, -0.145], [0.129, 0.177, 0.078], [0.157, -0.101, -0.002], [0.053, 0.017, -0.010], [0.104, 0.016, -0.090], [-0.067, -0.010, -0.032], [0.262, -0.094, 0.026], [-0.020, 0.010, 0.051], [0.094, -0.016, -0.053], [-0.173, -0.055, 0.125], [0.015, -0.010, -0.032], [-0.090, -0.053, 0.031], [-0.143, 0.173, -0.030], [0.064, 0.215, 0.494], [-0.004, -0.024, 0.003], [0.020, -0.007, -0.021], [-0.049, -0.001, -0.015], [0.018, -0.013, -0.036], [-0.025, -0.057, 0.019], [0.016, -0.046, 0.007], [-0.035, 0.029, 0.026], [0.003, -0.015, -0.031], [0.001, -0.024, 0.005], [0.001, 0.013, 0.005], [-0.014, -0.011, -0.068], [-0.031, -0.059, -0.051], [-0.046, -0.020, -0.015], [0.024, -0.016, -0.022], [0.196, -0.029, -0.108], [0.059, 0.040, -0.044], [0.040, -0.026, -0.002], [-0.075, -0.008, -0.002], [-0.027, 0.022, -0.003], [0.017, -0.010, -0.009], [0.009, -0.013, 0.024], [-0.064, -0.006, 0.021], [-0.022, -0.001, -0.012], [-0.024, -0.019, 0.045], [0.005, -0.012, 0.000], [0.021, 0.047, -0.023], [-0.011, -0.018, 0.003], [0.011, 0.001, -0.002], [0.019, 0.005, -0.004], [-0.009, -0.004, 0.022], [-0.028, 0.030, -0.043], [-0.004, -0.013, 0.014], [-0.044, 0.014, -0.027], [-0.011, -0.065, 0.027]],
  "nbo_charge": [0.904, 0.765, 0.258, 0.285, -0.870, -1.006, -0.844, 0.681, -0.576, -0.465, -0.477, -0.467, 0.069, -0.247, -0.067, -0.655, -0.796, -0.542, -0.090, -0.587, -0.540, -0.241, 0.100, 0.032, 0.438, -0.648, -0.790, -0.578, -0.630, -0.536, -0.065, -0.226, 0.206, 0.210, 0.252, 0.183, 0.246, 0.212, 0.241, 0.208, 0.219, 0.235, 0.216, 0.271, 0.202, 0.233, 0.131, 0.216, 0.199, 0.289, 0.217, 0.206, 0.219, 0.278, 0.225, 0.253, 0.185, 0.222, 0.186, 0.219, 0.177, 0.215, 0.206, 0.185, 0.232, 0.216],
  "total_energy_ev": -210836.1894,
  "e_above_lowest_kcal_mol": 5.67,
  "orbital_gap_ha": [0.2021, 0.1898],
  "molar_mass_da": 847.24,
  "spin_multiplicity": 2,
  "charge": -1,
  "fmax_ev_per_a": 0.7,
  "s_squared": 0.760
}